This record from the Open Molecules 2025 dataset describes 6 unconnected molecules or ions with the total composition C18H38BF4N3O13 at a distorted geometry. The level of theory is the ωB97M-V functional and the def2-TZVPD basis.

Element x y z (Å)
N1 9.080 -30.876 8.601
O1 10.094 -31.616 8.863
O2 8.918 -29.836 9.225
O3 8.304 -31.098 7.748
B1 8.819 -25.850 9.636
F1 8.110 -24.792 10.123
F2 8.891 -25.821 8.303
F3 10.058 -25.781 10.321
F4 8.164 -27.038 9.941
C1 5.722 -24.876 8.516
O4 5.908 -26.204 8.995
C2 4.781 -26.791 9.558
C3 5.081 -28.233 10.081
N2 5.347 -29.305 9.035
C4 4.130 -29.644 8.228
C5 4.467 -30.788 7.193
O5 5.322 -30.209 6.215
C6 5.694 -31.016 5.190
H1 6.580 -24.657 7.879
H2 5.687 -24.256 9.411
H3 4.810 -24.887 7.920
H4 3.929 -26.870 8.882
H5 4.389 -26.118 10.321
H6 4.257 -28.627 10.676
H7 5.897 -28.212 10.804
H8 5.551 -30.141 9.564
H9 3.757 -28.881 7.545
H10 3.236 -29.863 8.811
H11 3.648 -31.262 6.651
H12 5.116 -31.522 7.668
H13 5.289 -32.019 5.057
H14 6.772 -31.130 5.306
H15 5.411 -30.543 4.250
C7 6.905 -28.723 16.229
O6 7.717 -28.776 15.047
C8 7.818 -27.595 14.450
C9 8.850 -27.767 13.290
N3 10.291 -27.775 13.661
C10 10.727 -26.466 14.213
C11 12.207 -26.403 14.548
O7 12.644 -27.696 15.095
C12 14.055 -27.631 15.229
H16 5.872 -28.576 15.912
H17 7.266 -27.996 16.956
H18 7.029 -29.718 16.657
H19 8.092 -26.858 15.205
H20 6.805 -27.502 14.058
H21 8.635 -27.066 12.483
H22 8.602 -28.716 12.813
H23 10.507 -28.499 14.332
H24 10.284 -26.161 15.162
H25 10.312 -25.750 13.504
H26 12.313 -25.651 15.331
H27 12.697 -26.121 13.616
H28 14.305 -26.931 16.026
H29 14.483 -27.413 14.251
H30 14.433 -28.634 15.429
C13 9.249 -22.450 8.306
C14 9.358 -22.377 6.738
O8 10.840 -22.080 6.772
C15 11.017 -21.275 7.881
O9 12.065 -20.670 8.220
O10 10.102 -21.440 8.766
H31 9.482 -23.492 8.527
H32 8.270 -22.213 8.721
H33 8.707 -21.655 6.246
H34 9.202 -23.348 6.268
C16 10.288 -23.045 11.943
C17 8.860 -22.581 12.019
O11 8.721 -21.840 13.223
C18 9.947 -22.000 13.876
O12 10.133 -21.717 15.048
O13 10.882 -22.582 13.101
H35 10.824 -22.604 11.103
H36 10.378 -24.085 12.254
H37 8.356 -23.548 12.002
H38 8.652 -22.070 11.079

As for the frontier orbital gap (alpha / beta): 8.5 / 4.5 eV. The expectation value of S² is 0.757. Its total charge is -1. As for the multiplicity: 2.

Mulliken population analysis, charges in e, atoms 1 to 4: 1.037 -0.492 -0.161 -0.407